[1]
{"formula": "C7H12", "method": "the ωB97M-V functional and the def2-TZVPD basis", "symbols": ["C", "C", "C", "C", "C", "C", "C", "H", "H", "H", "H", "H", "H", "H", "H", "H", "H", "H", "H"], "coordinates": [[2.21914, 0.86013, 0.60409], [1.13618, 1.19104, -0.27184], [0.27581, 0.09683, -0.82508], [-0.62275, -0.51884, 0.26949], [-0.50063, -0.26303, 1.57000], [-2.59683, -0.97018, -1.21741], [-1.65416, -1.41660, -0.30354], [2.27970, -0.38815, 0.71489], [2.29566, 1.21145, 1.64346], [3.29015, 1.16313, 0.36474], [0.38403, 2.00971, 0.19791], [1.56163, 1.78373, -1.23558], [0.86391, -0.83292, -1.21154], [-0.26732, 0.47102, -1.54102], [0.29445, 0.51314, 1.91326], [-1.12776, -0.78282, 2.25748], [-2.88654, -0.00666, -1.53802], [-3.27418, -1.76091, -1.34617], [-1.67049, -2.36009, -0.04511]], "de_lowest_ev": 2.689, "spin_multiplicity": 2, "total_energy_ha": -273.73802, "charge": -1}



[2]
{"formula": "C36H26F10N6O4Pt", "method": "the ωB97M-V functional and the def2-TZVPD basis", "symbols": ["Pt", "C", "N", "C", "C", "N", "C", "C", "F", "C", "F", "C", "F", "C", "F", "C", "F", "C", "C", "N", "C", "C", "F", "C", "F", "C", "F", "C", "F", "C", "F", "H", "H", "H", "H", "H", "H", "H", "H", "H", "H", "H", "C", "N", "C", "C", "C", "C", "C", "N", "C", "C", "C", "C", "C", "C", "H", "H", "H", "H", "H", "H", "H", "H", "H", "H", "H", "O", "C", "O", "C", "C", "C", "C", "C", "C", "N", "O", "O", "H", "H", "H", "H"], "coordinates": [[-0.88138, 0.19782, 0.32349], [-0.83928, -1.11961, 3.26540], [-1.72565, -1.16490, 2.09639], [-3.06117, -0.69527, 2.46990], [-3.10612, 0.82100, 2.52511], [-2.83257, 1.31618, 1.19928], [-3.12608, 2.62101, 0.95270], [-3.74256, 2.98855, -0.26218], [-4.21060, 2.03503, -1.05620], [-4.00819, 4.29600, -0.59843], [-4.59708, 4.57910, -1.75515], [-3.66557, 5.31717, 0.27051], [-3.89354, 6.57502, -0.05667], [-3.09874, 5.00424, 1.49759], [-2.76377, 5.98167, 2.33266], [-2.87043, 3.69171, 1.83785], [-2.29516, 3.44617, 3.01547], [-1.78153, -2.50411, 1.52261], [-0.47232, -2.91464, 0.87474], [0.02731, -1.89544, -0.02815], [1.11839, -2.21220, -0.74527], [1.75516, -1.30655, -1.65651], [1.31042, -0.08859, -1.82366], [2.84319, -1.63267, -2.42905], [3.34419, -0.73478, -3.26751], [3.41061, -2.89438, -2.34829], [4.44528, -3.22117, -3.09218], [2.85781, -3.80950, -1.46818], [3.38594, -5.02717, -1.37899], [1.76885, -3.48520, -0.69650], [1.33784, -4.44799, 0.10930], [-1.20823, -1.79453, 4.05142], [-0.79710, -0.10781, 3.66343], [0.16874, -1.40927, 2.98255], [-3.35388, -1.11234, 3.44118], [-3.77929, -1.02574, 1.71811], [-2.39791, 1.20320, 3.26448], [-4.10558, 1.14172, 2.83976], [-2.56570, -2.50869, 0.76488], [-2.03417, -3.24174, 2.29724], [-0.65836, -3.83984, 0.32933], [0.28939, -3.11415, 1.63048], [-2.72141, -0.75736, -2.49636], [-1.87034, 0.20169, -1.82139], [-1.62665, 1.32524, -2.39765], [-0.92190, 2.36033, -1.74702], [-0.63725, 3.67094, -2.17080], [0.02238, 4.28134, -1.11150], [0.12360, 3.31702, -0.09272], [-0.45195, 2.17752, -0.47462], [-2.04008, -2.07074, -2.79965], [-2.46859, -3.25778, -2.22088], [-1.83560, -4.45869, -2.51546], [-0.76756, -4.48196, -3.39942], [-0.35356, -3.30223, -4.00498], [-0.98428, -2.10530, -3.70626], [-3.07880, -0.32472, -3.43979], [-3.59981, -0.93275, -1.86690], [-2.00490, 1.52714, -3.40368], [-0.89760, 4.09963, -3.12741], [0.39301, 5.29337, -1.06660], [0.58782, 3.41929, 0.87769], [-3.32397, -3.24667, -1.55449], [-2.18176, -5.37870, -2.05988], [-0.26765, -5.41520, -3.62645], [0.46107, -3.31572, -4.71958], [-0.66683, -1.18804, -4.19083], [2.04997, -1.43878, 1.77848], [2.15494, -0.21001, 1.61848], [1.26138, 0.61320, 1.25734], [3.54205, 0.39771, 1.78652], [4.54590, -0.35707, 2.38418], [5.81768, 0.16724, 2.52533], [6.07278, 1.44737, 2.05467], [5.08275, 2.21014, 1.45463], [3.81093, 1.68070, 1.32509], [7.42135, 2.00296, 2.18688], [7.62051, 3.12511, 1.75823], [8.27153, 1.31240, 2.71961], [4.31372, -1.35523, 2.72600], [6.61840, -0.39154, 2.98687], [5.32170, 3.20206, 1.10015], [3.01586, 2.24880, 0.86122]], "de_lowest_ev": 0.000, "spin_multiplicity": 5, "total_energy_ha": -3134.63417, "charge": 0}



[3]
{"formula": "C7H10O3", "method": "the ωB97M-V functional and the def2-TZVPD basis", "symbols": ["C", "C", "C", "C", "C", "C", "C", "O", "O", "O", "H", "H", "H", "H", "H", "H", "H", "H", "H", "H"], "coordinates": [[2.34369, 0.16387, -0.82030], [-0.99892, 0.34186, 0.62697], [1.92338, 0.99428, 0.35408], [-0.23440, 1.24877, -0.32072], [1.26533, -0.62486, -0.04336], [-0.05842, -0.21261, -0.47494], [-2.38220, -0.02586, 0.27889], [0.90577, 1.93106, 0.13508], [1.52132, -1.70695, 0.79672], [-0.61066, -0.89479, -1.48254], [2.20006, 0.73826, -1.76394], [3.31322, -0.33887, -0.76563], [-0.53202, 0.02689, 1.58821], [2.50355, 1.14126, 1.18461], [-0.62471, 1.67626, -1.22208], [-2.40311, -0.59430, -0.75888], [-3.06235, 0.82947, 0.19351], [-2.90536, -0.80792, 0.88764], [2.04978, -2.41221, 0.24815], [-1.01842, -1.73882, -1.04149]], "de_lowest_ev": 4.369, "total_energy_ha": -498.28212, "charge": 0}



[4]
{"formula": "C31H37O2PTi", "method": "the ωB97M-V functional and the def2-TZVPD basis", "symbols": ["Ti", "C", "C", "C", "C", "C", "C", "C", "C", "C", "H", "H", "H", "H", "H", "H", "H", "H", "H", "H", "H", "H", "C", "O", "C", "C", "O", "C", "H", "H", "H", "H", "H", "H", "H", "H", "H", "H", "C", "C", "C", "C", "C", "C", "P", "C", "C", "C", "C", "C", "C", "C", "C", "C", "C", "C", "C", "H", "H", "H", "H", "H", "H", "H", "H", "H", "H", "H", "H", "H", "H", "H"], "coordinates": [[-0.16775, -0.29352, 1.28657], [0.32083, -3.83531, 0.63771], [0.49722, -2.66376, 1.55752], [-0.47817, -2.36974, 2.51789], [-0.29084, -1.35034, 3.46594], [-1.31770, -1.09892, 4.53264], [0.92165, -0.63500, 3.43957], [1.90440, -0.86615, 2.46910], [3.20668, -0.12197, 2.46016], [1.63994, -1.84226, 1.49132], [-0.58005, -3.74602, 0.02918], [0.22014, -4.74375, 1.23354], [1.17736, -3.96299, -0.01906], [-1.38525, -2.96079, 2.55385], [-1.26017, -1.88468, 5.28751], [-2.32734, -1.11410, 4.12200], [-1.15097, -0.14869, 5.03747], [1.08861, 0.13267, 4.18502], [4.02353, -0.81246, 2.67358], [3.22685, 0.66287, 3.21406], [3.40512, 0.31719, 1.48078], [2.38132, -2.02567, 0.72623], [0.36807, 2.55635, 2.71434], [-0.57244, 1.69781, 2.04050], [-1.92812, 1.94633, 2.45237], [-2.83927, 1.34629, 1.41600], [-2.38261, 0.01228, 1.15667], [-3.35547, -0.75180, 0.42199], [0.27788, 2.43984, 3.79450], [0.17231, 3.58681, 2.42813], [1.36163, 2.27241, 2.38175], [-2.09350, 3.02157, 2.51830], [-2.07963, 1.49622, 3.43489], [-2.82207, 1.91993, 0.48780], [-3.85903, 1.31468, 1.80344], [-4.28384, -0.79783, 0.98946], [-2.95114, -1.75112, 0.29776], [-3.52655, -0.30362, -0.55756], [-2.68768, -1.33898, -4.63433], [-1.84828, -0.25324, -4.85925], [-0.98073, 0.17200, -3.86922], [-0.96179, -0.47732, -2.63301], [-1.79545, -1.57158, -2.42118], [-2.65740, -2.00444, -3.41868], [0.23691, -0.04360, -1.35725], [1.84951, -0.45868, -2.06867], [2.22111, -1.80380, -2.03845], [3.39925, -2.22452, -2.63274], [4.22008, -1.30008, -3.26509], [3.84505, 0.03322, -3.32466], [2.65917, 0.45512, -2.74053], [0.21208, 1.76069, -1.14585], [-0.94033, 2.49791, -1.43089], [-1.00969, 3.84495, -1.10695], [0.06164, 4.47069, -0.48213], [1.19819, 3.74001, -0.16917], [1.26942, 2.39125, -0.48691], [-3.35818, -1.67034, -5.41660], [-1.86476, 0.25323, -5.81543], [-0.31442, 1.00458, -4.06321], [-1.76067, -2.10257, -1.47634], [-3.29706, -2.86106, -3.24834], [1.56607, -2.53574, -1.58254], [3.67131, -3.27225, -2.61347], [5.14253, -1.62461, -3.72877], [4.46977, 0.75056, -3.84095], [2.37024, 1.49354, -2.82696], [-1.78084, 2.02708, -1.92521], [-1.89770, 4.41094, -1.35973], [0.00987, 5.52631, -0.24839], [2.03957, 4.22582, 0.31008], [2.17158, 1.84213, -0.24210]], "de_lowest_ev": 0.234, "spin_multiplicity": 3, "total_energy_ha": -2544.29786, "charge": 2}